Molecular formula: CH4P2
Method: DFT, ωB97M-V with the def2-TZVPD basis set

For the energy above the lowest of the compared OMol25 structures with the same formula, charge and spin, the calculation gives 85.7 kJ/mol. For the LUMO energy, the calculation gives -0.1611 eV. As for the orbital gap: 8.7 eV. The charge is 0. The structure (SMILES) is [H]/P=C/P. The calculation puts the HOMO energy at -8.889 eV.

Atoms and positions in Å:
C -0.053 0.376 -0.032
P -0.345 0.288 1.690
P 1.192 -0.661 -0.935
H -0.595 1.118 -0.581
H -1.053 1.519 1.949
H 0.697 -1.707 -0.061
H 0.156 -0.933 -2.030

Atomic forces in eV per Å
C -0.032 0.269 2.577
P 0.796 0.069 -2.026
P -2.924 -0.396 -0.022
H 0.046 0.580 -0.370
H -0.065 -0.406 -0.569
H 0.766 -0.136 -0.749
H 1.412 0.020 1.160